[1]
ORCA calculation (ωB97M-V/def2-TZVPD) on C2H2Br6 as an isolated structure.

**Multiplicity**: 1
**Frontier orbital gap**: 9.8 eV
**HOMO level**: -10.498 eV
**Lowest unoccupied orbital energy**: -0.0272 hartree
**Relative energy (zero: lowest compared OMol25 entry of this formula, charge and spin)**: 49.5 kJ/mol

Atoms and positions in Å:
C1 1.598 1.770 0.271
Br1 3.028 2.756 -0.748
Br2 0.015 1.566 -0.952
Br3 1.215 2.848 1.909
H1 1.916 0.778 0.591
C2 -1.535 -1.820 -0.225
Br4 -3.517 -2.033 -0.304
Br5 -0.668 -3.088 -1.552
Br6 -0.785 -1.939 1.621
H2 -1.267 -0.837 -0.611

Atomic forces in eV per Å
C -0.200 1.439 -0.426
Br -0.929 -1.021 0.741
Br 1.062 0.160 1.054
Br 0.005 -0.907 -1.129
H 0.050 0.328 -0.252
C -0.009 -0.723 -0.327
Br 1.487 0.165 0.229
Br -0.609 0.871 1.266
Br -0.599 -0.051 -1.435
H -0.257 -0.259 0.279



[2]
ORCA calculation (ωB97M-V/def2-TZVPD) on a 2-piece molecular cluster, C2H2BrCl3 overall.

**Multiplicity**: 1
**Frontier orbital gap (spin up / spin down)**: 7.1 / 7.1 eV
**HOMO level (spin up / spin down)**: -9.973 / -9.971 eV
**Lowest unoccupied orbital energy (spin up / spin down)**: -0.1050 / -0.1050 hartree
**Relative energy (zero: lowest compared OMol25 entry of this formula, charge and spin)**: 262.9 kJ/mol

Atoms and positions in Å:
C1 0.137 0.516 -0.689
C2 -0.852 0.273 0.390
Cl1 -0.643 1.415 -2.089
Cl2 1.577 1.392 -0.086
Cl3 -1.774 2.749 0.888
Br1 -2.299 -0.721 -0.250
H1 0.439 -0.490 -1.269
H2 -0.874 0.507 1.376

Atomic forces in eV per Å
C 1.103 -0.801 -1.705
C -2.309 0.966 -3.893
Cl 0.533 -0.312 0.735
Cl -0.689 -0.589 -0.288
Cl 0.641 -1.822 -0.417
Br 0.413 0.198 0.733
H -0.472 2.110 1.856
H 0.780 0.248 2.980



[3]
ORCA calculation (ωB97M-V/def2-TZVPD) on a 2-piece molecular cluster, C2H2BrClO2 overall.

**Multiplicity**: 1
**Frontier orbital gap (spin up / spin down)**: 7.7 / 8.1 eV
**HOMO level (spin up / spin down)**: -9.491 / -9.385 eV
**Lowest unoccupied orbital energy (spin up / spin down)**: -0.0652 / -0.0460 hartree
**Relative energy (zero: lowest compared OMol25 entry of this formula, charge and spin)**: 74.6 kJ/mol

Atoms and positions in Å:
C1 0.661 -1.921 -0.446
C2 -1.143 1.034 0.545
O1 0.549 -1.879 -1.616
O2 0.623 -1.862 0.706
Cl1 2.196 1.353 -0.355
Br1 -0.164 1.753 -0.778
H1 -1.570 1.584 1.372
H2 -1.152 -0.063 0.572

Atomic forces in eV per Å
C -0.992 0.813 -2.145
C 0.090 -0.679 -0.718
O 0.615 -0.437 1.620
O 0.444 -0.385 0.501
Cl 0.726 0.024 0.081
Br -1.207 -0.376 0.944
H 0.448 0.354 -0.194
H -0.125 0.687 -0.089



[4]
ORCA calculation (ωB97M-V/def2-TZVPD) on one molecule with the formula C2H2BrF3.

**Multiplicity**: 1
**Frontier orbital gap**: 11.5 eV
**HOMO level**: -10.951 eV
**Lowest unoccupied orbital energy**: 0.0211 hartree
**Relative energy (zero: lowest compared OMol25 entry of this formula, charge and spin)**: 57.7 kJ/mol
**Structure (SMILES)**: FC(F)[C@@H](F)Br

Atoms and positions in Å:
C1 -0.166 0.779 -0.432
C2 -0.850 -0.176 0.522
F1 -1.101 1.338 -1.285
F2 0.340 1.775 0.264
F3 -1.760 0.525 1.250
Br1 -1.644 -1.628 -0.575
H1 0.672 0.441 -0.973
H2 -0.264 -0.785 1.274

Atomic forces in eV per Å
C -1.098 0.568 -0.403
C -0.283 -1.706 0.872
F 0.504 -0.687 0.453
F 0.501 1.733 1.507
F -0.117 -0.245 -0.479
Br -0.025 0.555 0.359
H 0.525 -1.391 -1.113
H -0.007 1.172 -1.195



Look up the relative energy (zero: lowest compared OMol25 entry of this formula, charge and spin) of the fourth one.
57.7 kJ/mol